1.
The following is a DFT calculation (ωB97M-V/def2-TZVPD) of a molecular structure, C24H25N4RuSi at a distorted geometry.

The calculation puts the HOMO energy (alpha / beta) at -0.6523 / -0.6522 hartree. As for the LUMO energy (alpha / beta): -12.0222 / -12.0231 eV. The calculation puts the frontier orbital gap (alpha / beta) at 5.728 / 5.724 eV. As for the total charge: +3.

The geometry in XYZ format:
```
55
Properties=species:S:1:pos:R:3:forces:R:3
Ru -0.734706 0.271066 -0.665415 -0.792 -0.560 0.887
C -1.187941 4.541731 -1.709244 0.006 0.004 -0.050
C 0.033099 4.800760 -2.301268 0.018 0.020 0.012
C 0.988536 3.786547 -2.370210 0.070 0.089 -0.084
C 0.693177 2.549812 -1.852394 -0.020 -0.230 0.174
N -0.502901 2.304036 -1.237621 0.207 -0.071 0.268
C -1.416170 3.281266 -1.183593 0.040 0.044 0.014
C 1.559905 1.350883 -2.034857 -0.267 0.210 -0.036
C 2.835618 1.314445 -2.560382 0.121 -0.005 -0.081
C 3.427838 0.074041 -2.787241 -0.068 -0.005 0.001
C 2.725984 -1.101102 -2.538577 0.037 -0.021 -0.053
C 1.455619 -1.007291 -2.001533 -0.146 -0.178 -0.059
N 0.937205 0.199856 -1.723952 0.469 -0.002 0.486
C 0.487027 -2.111912 -1.779796 -0.030 0.135 0.116
C 0.723725 -3.428231 -2.103010 0.048 -0.029 -0.059
C -0.322608 -4.344359 -2.029446 0.005 -0.069 0.023
C -1.572004 -3.914132 -1.626016 -0.048 0.039 -0.060
C -1.736175 -2.585133 -1.269243 0.030 -0.006 -0.124
N -0.734270 -1.704764 -1.326063 0.350 -0.011 0.490
H -1.962976 5.293663 -1.662791 0.002 -0.004 0.028
H 0.238988 5.773414 -2.728601 0.033 -0.003 0.015
H 1.935604 3.964677 -2.860452 -0.019 0.012 -0.005
H -2.361840 3.047763 -0.715474 0.016 -0.046 0.032
H 3.365719 2.225146 -2.801330 -0.008 -0.011 -0.020
H 4.428493 0.022376 -3.196867 -0.004 0.016 0.008
H 3.161290 -2.061911 -2.774061 0.015 0.018 -0.006
H 1.705360 -3.747414 -2.424611 -0.029 0.014 -0.074
H -0.162051 -5.378361 -2.305404 0.025 0.003 0.023
H -2.416058 -4.588367 -1.582524 0.007 0.002 -0.002
H -2.695613 -2.210254 -0.943098 0.005 0.014 0.032
C -2.457318 -2.327399 1.894253 0.233 -0.082 0.064
Si -2.153794 -0.503790 1.927118 -0.424 0.135 0.441
C -2.580082 0.323104 3.522180 0.335 -0.166 0.176
C -2.938274 0.487492 0.585662 -0.120 0.377 0.123
N -0.438043 -0.160888 1.317958 0.193 0.486 -2.394
C 0.677867 -0.101699 2.001628 0.774 -0.071 0.535
C 1.957325 0.117677 1.350496 -0.461 -0.140 0.163
C 3.098756 0.213035 2.078880 0.096 -0.033 0.213
C 3.038114 0.113295 3.487265 -0.085 -0.011 -0.100
C 1.826610 -0.120194 4.159948 0.214 0.030 0.127
C 0.671922 -0.242151 3.451138 -0.165 0.007 -0.561
H -2.655037 -2.666220 2.913516 -0.011 -0.010 -0.017
H -1.616955 -2.910780 1.514800 -0.043 -0.014 -0.024
H -3.341741 -2.555505 1.297157 -0.011 -0.024 0.036
H -3.660109 0.494373 3.546183 0.007 0.020 -0.064
H -2.076716 1.285123 3.640062 -0.102 0.035 0.024
H -2.346221 -0.303389 4.385869 -0.063 0.074 0.037
H -4.010926 0.290136 0.515008 0.057 -0.153 -0.222
H -2.579532 0.285915 -0.448131 -0.611 0.043 -0.468
H -2.839747 1.545285 0.827613 -0.029 0.027 -0.060
H 1.972094 0.180766 0.274908 0.068 0.069 0.039
H 4.052880 0.357370 1.590758 0.010 0.038 0.048
H 3.951737 0.211773 4.063582 -0.024 -0.006 -0.013
H 1.812776 -0.198856 5.238781 0.049 -0.024 -0.009
H -0.263444 -0.432724 3.958422 0.037 0.022 0.009
```
Forces are in eV/Å.

***

2.
The following is a DFT calculation (ωB97M-V/def2-TZVPD) of 2 unconnected molecules or ions with the total composition C4H8S at a distorted geometry.

The calculation puts the HOMO energy (alpha / beta) at -0.3172 / -0.2648 hartree. As for the LUMO energy (alpha / beta): -0.5360 / -2.2445 eV. The calculation puts the frontier orbital gap (alpha / beta) at 8.097 / 4.960 eV. The calculation puts the relative energy (zero: lowest compared OMol25 entry of this formula, charge and spin) at 444.2 kJ/mol.

The geometry in XYZ format:
```
13
Properties=species:S:1:pos:R:3:forces:R:3
C -0.211010 1.113008 0.097915 1.536 -1.099 0.212
C -1.051673 0.213805 -0.689836 4.739 -1.567 0.553
C -0.702712 -0.187347 0.848530 0.213 1.147 -0.247
C 0.288842 -1.156916 0.932475 0.711 -0.459 0.217
S 3.010097 0.389014 -0.161595 -1.160 2.463 -2.242
H 0.927495 1.007821 -0.050500 -1.833 0.398 0.131
H -0.500039 2.068080 0.485549 -0.635 0.249 0.057
H -2.019161 0.388973 -0.908816 -3.047 0.562 -0.752
H -0.417116 -0.469499 -1.352590 -1.540 1.088 0.729
H -1.375260 -0.123205 1.690723 -0.751 0.244 -0.505
H 1.222459 -0.830623 0.429680 -0.133 -1.220 -0.143
H 0.174477 -2.041770 1.585951 0.438 0.743 -0.360
H 3.482669 -0.450516 0.609909 1.462 -2.549 2.350
```
Forces are in eV/Å.

***

3.
The following is a DFT calculation (ωB97M-V/def2-TZVPD) of a single C5H6O2 molecule.

The calculation puts the HOMO energy at -0.3648 hartree. As for the LUMO energy: 0.6760 eV. The calculation puts the frontier orbital gap at 10.602 eV. The calculation puts the relative energy (zero: lowest compared OMol25 entry of this formula, charge and spin) at 261.0 kJ/mol.

The geometry in XYZ format:
```
13
Properties=species:S:1:pos:R:3:forces:R:3
O -2.957563 0.601623 -0.892353 0.372 -0.164 0.231
C -1.882881 0.231767 -0.502573 -0.491 0.125 -0.117
C -1.645074 -0.419486 0.873395 -0.057 -0.016 0.038
C -0.193487 -0.505407 1.001257 0.600 0.114 -0.253
C 0.957950 -0.398670 0.657597 -0.562 0.013 0.039
C 2.167509 -0.087259 -0.119277 0.206 -0.170 0.217
O 1.796639 0.516341 -1.349516 0.069 0.279 -0.015
H -0.957499 0.337821 -1.109554 -0.228 -0.030 -0.001
H -2.124895 0.187830 1.647920 0.068 -0.073 -0.117
H -2.130105 -1.402235 0.881155 0.058 0.110 -0.007
H 2.849114 0.554747 0.452416 -0.065 -0.116 -0.053
H 2.705129 -0.999282 -0.388261 -0.041 0.087 0.103
H 1.415160 1.382212 -1.152203 0.070 -0.161 -0.066
```
Forces are in eV/Å.

***

4.
The following is a DFT calculation (ωB97M-V/def2-TZVPD) of a single C4H10F3OPSi molecule at a distorted geometry.

The calculation puts the HOMO energy at -0.3710 hartree. As for the LUMO energy: 0.4964 eV. The calculation puts the frontier orbital gap at 10.593 eV. The calculation puts the relative energy (zero: lowest compared OMol25 entry of this formula, charge and spin) at 70.0 kJ/mol.

The geometry in XYZ format:
```
20
Properties=species:S:1:pos:R:3:forces:R:3
C -0.998606 -1.654396 1.114251 -3.548 4.220 2.465
C -1.507761 0.093210 0.783216 0.441 -2.955 2.138
Si -3.241685 0.090021 0.006797 -0.141 -0.552 1.452
F -3.308159 0.298909 -1.535294 0.344 0.316 -0.826
F -4.313624 1.039321 0.685418 0.484 0.355 -0.029
F -3.941369 -1.329438 0.238067 0.392 -0.053 -0.021
P -0.287161 1.170824 0.006761 0.929 -0.661 0.206
C 1.193948 1.026160 1.159985 -2.419 0.848 -0.051
C 0.050359 0.626873 -1.715221 2.554 0.851 0.233
O -0.867950 2.515028 -0.119864 -0.155 1.147 0.413
H -0.668109 -1.793983 2.163479 0.516 0.575 -0.883
H -2.032646 -1.956068 1.172601 0.086 -1.182 -0.456
H -0.435995 -2.059630 0.377710 1.630 -1.252 -2.160
H -1.578920 0.352161 1.920572 -0.071 0.253 -2.200
H 0.806719 1.600171 2.078212 1.031 -0.986 -1.217
H 1.635225 0.055658 1.328732 -0.418 -0.395 0.329
H 1.903908 1.563207 0.595551 1.143 1.151 -0.173
H -0.796170 0.991963 -2.232824 -1.448 -0.703 -0.612
H 0.843553 1.170656 -2.340897 -0.574 -0.137 1.732
H 0.413516 -0.382235 -1.777917 -0.775 -0.841 -0.342
```
Forces are in eV/Å.

***

5.
The following is a DFT calculation (ωB97M-V/def2-TZVPD) of a gas-phase ion, C21H15N2O4 (charge -1) at a distorted geometry.

The calculation puts the HOMO energy at -0.1229 hartree. As for the LUMO energy: 2.6321 eV. The calculation puts the frontier orbital gap at 5.977 eV. The calculation puts the relative energy (zero: lowest compared OMol25 entry of this formula, charge and spin) at 546.8 kJ/mol. As for the total charge: -1.

The geometry in XYZ format:
```
42
Properties=species:S:1:pos:R:3:forces:R:3
C -4.722543 -3.866577 -0.887447 0.418 0.693 -0.514
O -4.175484 -2.916926 -1.831459 -0.613 -0.671 -0.131
C -3.301842 -1.956798 -1.450368 0.940 1.281 1.216
C -2.960954 -1.702328 -0.099589 -0.628 -0.709 -0.758
C -1.989782 -0.779663 0.218954 0.938 1.363 -0.878
C -1.346995 -0.004667 -0.793653 -0.983 -0.679 -0.272
C -0.144193 0.740904 -0.463024 3.910 1.824 -4.960
C 0.679577 0.480298 0.645458 3.074 -0.923 2.528
C 0.960137 -0.934301 1.150908 -1.556 2.001 -1.707
O 0.363834 -1.965481 0.825664 0.823 0.288 0.598
C 2.111815 -0.808052 2.068698 0.756 -0.005 0.860
C 2.685894 -1.753185 2.912635 -0.455 0.208 -0.353
C 3.757881 -1.355863 3.704126 0.628 0.779 0.210
C 4.250323 -0.037318 3.656099 -0.226 -0.812 0.105
C 3.662197 0.890352 2.803484 -0.214 0.345 -0.207
C 2.595552 0.506349 2.019905 0.618 -1.109 0.668
C 1.849596 1.308806 1.030250 -1.987 -0.572 -0.823
O 2.243642 2.415640 0.614612 -0.241 -0.782 0.947
N 0.136323 2.250215 -1.122348 -4.306 1.979 0.186
C -1.047503 2.826149 -1.559530 0.065 1.907 0.219
C -0.722306 4.036814 -2.158696 1.295 -1.055 0.096
N 0.661265 4.134372 -2.233724 -0.747 -0.066 0.068
C 1.143003 3.062457 -1.652301 -0.177 -0.928 0.414
C 2.564952 2.638586 -1.678427 1.056 0.616 0.356
O 3.456972 3.470196 -1.754435 -0.714 -1.374 -0.334
C -1.719155 -0.226168 -2.146312 0.210 0.006 0.578
C -2.688735 -1.150221 -2.453389 -1.155 -1.197 -0.015
H -5.332380 -4.522194 -1.513846 0.079 0.064 0.230
H -3.932093 -4.452036 -0.394546 -0.140 0.260 -0.103
H -5.358658 -3.373116 -0.137745 0.219 -0.078 -0.164
H -3.422628 -2.248841 0.725834 0.124 -0.042 -0.397
H -1.629277 -0.704733 1.245615 -0.311 0.189 -0.354
H 0.546638 0.970005 -1.553695 -0.860 -4.068 1.475
H 2.291563 -2.768690 2.970873 0.092 0.264 -0.130
H 4.235652 -2.064680 4.369801 -0.031 -0.032 0.007
H 5.089299 0.257648 4.283468 -0.142 -0.117 -0.086
H 3.988004 1.920354 2.734995 0.190 -0.006 0.054
H -2.044144 2.424454 -1.380922 0.600 -0.023 0.241
H -1.322053 4.840615 -2.560276 -0.179 -0.292 0.010
H 2.771976 1.495799 -1.678419 -0.299 1.481 -0.035
H -1.179735 0.247851 -2.987176 -0.356 -0.045 0.741
H -3.005654 -1.326014 -3.490068 0.286 0.040 0.416
```
Forces are in eV/Å.

***

6.
The following is a DFT calculation (ωB97M-V/def2-TZVPD) of a molecular structure, C3H4CrO4 at a distorted geometry.

The calculation puts the HOMO energy (alpha / beta) at -0.2068 / -0.2982 hartree. Its multiplicity is 5. As for the LUMO energy (alpha / beta): -2.3367 / -1.6962 eV. The calculation puts the frontier orbital gap (alpha / beta) at 3.290 / 6.418 eV. The calculation puts the relative energy (zero: lowest compared OMol25 entry of this formula, charge and spin) at 211.1 kJ/mol.

The geometry in XYZ format:
```
12
Properties=species:S:1:pos:R:3:forces:R:3
Cr 3.296836 0.986580 0.884373 1.381 0.888 0.653
O 1.883272 -0.108700 1.582470 -0.460 0.162 0.105
O -1.040523 1.303372 0.700453 0.225 -0.709 -0.284
C -1.620068 0.230647 0.091670 0.166 0.190 -0.121
C -0.621805 -0.562678 -0.752412 -0.037 0.083 -0.438
O 0.486567 -0.960569 0.084723 -0.204 0.509 0.587
C 1.374846 -0.048788 0.406736 -0.344 -2.064 -0.371
H -2.059736 -0.501964 0.817286 0.073 0.370 -0.091
H -2.439092 0.494714 -0.627333 0.113 -0.009 0.382
H -0.224466 0.057901 -1.565608 -0.135 -0.157 0.066
H -1.057258 -1.495908 -1.134764 0.234 0.251 0.063
O 2.021428 0.605393 -0.487595 -1.013 0.485 -0.550
```
Forces are in eV/Å.